[1]
6
Properties=species:S:1:pos:R:3:forces:R:3:mulliken_charge:R:1 method="wB97M-V/def2-TZVPD" largest_force_ev_per_a=3.3 homo_lumo_gap_ev=8.83
C 0.2630 -0.5047 0.6763 -2.521 1.880 -0.708 0.293
N 0.9000 -0.4246 -0.3689 0.128 -1.103 1.182 0.010
N 0.5089 0.3537 -1.3887 -0.721 2.392 -1.325 -0.388
N -0.5291 1.0948 -1.1704 0.885 -0.916 -1.566 0.026
S -1.4733 0.9750 0.0844 2.110 -1.859 1.763 0.022
Br 0.3305 -1.4943 2.1673 0.119 -0.394 0.653 0.037

=====

[2]
6
Properties=species:S:1:pos:R:3:forces:R:3:mulliken_charge:R:1 method="wB97M-V/def2-TZVPD" largest_force_ev_per_a=3.3 homo_lumo_gap_ev="8.63 / 7.70"
C -1.3137 -0.1308 0.2278 1.758 -0.669 1.518 0.409
N 0.8584 0.2991 -0.4708 -0.335 -2.241 2.389 0.601
O 1.4604 -0.4004 0.3229 -0.579 0.953 -0.915 -0.392
O 1.2528 0.9209 -1.3829 -0.151 0.743 -0.848 -0.429
O -1.4198 -0.7152 1.2267 0.935 -0.103 -0.413 -0.222
Br -2.6248 0.6925 -0.6512 -1.627 1.317 -1.731 0.033

=====

[3]
5
Properties=species:S:1:pos:R:3:forces:R:3:mulliken_charge:R:1 method="wB97M-V/def2-TZVPD" largest_force_ev_per_a=2.3 s_squared=2.011 spin_multiplicity=3 homo_lumo_gap_ev="8.48 / 8.53"
C 0.3638 -0.3751 -0.7907 -0.759 0.133 0.208 0.083
N -0.7963 0.9163 1.6555 1.982 1.216 -0.054 0.017
F -1.8864 0.2830 1.7325 -1.970 -1.169 0.105 -0.019
Cl 0.7969 0.7563 -1.9738 0.244 0.114 -0.202 -0.043
Cl 1.5220 -1.5806 -0.6235 0.504 -0.294 -0.057 -0.038

=====

[4]
7
Properties=species:S:1:pos:R:3:forces:R:3:mulliken_charge:R:1 method="wB97M-V/def2-TZVPD" largest_force_ev_per_a=2.2 s_squared=2.013 spin_multiplicity=3 homo_lumo_gap_ev="9.09 / 5.96"
C -0.0034 -1.6268 -0.7007 0.619 -0.806 -0.802 0.687
N 0.3775 -0.9825 0.2295 0.561 -0.473 1.742 -0.332
O -0.2205 -2.2580 -1.6473 -0.840 -0.819 -1.186 -0.318
F 1.6955 1.3945 -0.0597 -0.231 0.358 -0.921 -0.345
S -0.0183 1.2350 0.0425 0.997 1.019 -0.915 0.471
Cl 0.2757 1.3431 1.9270 -0.478 0.407 2.138 0.054
Cl -2.1065 0.8947 0.2088 -0.627 0.314 -0.057 -0.216